No. 1
{"formula": "C4H13N3", "method": "the ωB97M-V functional and the def2-TZVPD basis", "e_above_lowest_kj_mol": 193.8, "orbital_gap_ev": 10.76, "max_force_ev_per_a": 4.3, "charge": 2, "total_energy_ha": -323.81918, "species": ["C", "C", "C", "N", "C", "N", "N", "H", "H", "H", "H", "H", "H", "H", "H", "H", "H", "H", "H", "H"], "positions_angstrom": [[1.09391, 0.19622, -1.07510], [-0.38277, -0.01566, -0.75588], [-0.97499, 1.09049, 0.02976], [-0.99575, -1.07074, 2.15536], [-0.51507, 0.18516, 2.30116], [-0.56625, 1.12058, 1.40785], [1.48887, -0.77257, -2.12482], [1.73792, 0.04002, -0.11826], [1.23126, 1.11608, -1.49599], [-0.42604, -1.00112, -0.30642], [-0.83128, -0.08142, -1.76271], [-0.80351, 2.06614, -0.43171], [-2.01280, 0.88772, -0.11417], [-0.43619, -1.90894, 2.41836], [-2.01867, -1.18634, 2.03155], [-0.17413, 0.41851, 3.34514], [-0.05179, 1.89152, 1.85521], [2.41469, -1.25330, -2.20137], [0.78013, -1.50756, -2.12231], [1.44247, -0.21478, -3.03565]]}

No. 2
{"formula": "C7H12", "method": "the ωB97M-V functional and the def2-TZVPD basis", "e_above_lowest_kj_mol": 609.4, "orbital_gap_ev": 10.11, "max_force_ev_per_a": 4.6, "total_energy_ha": -273.67643, "species": ["C", "C", "C", "C", "C", "C", "C", "H", "H", "H", "H", "H", "H", "H", "H", "H", "H", "H", "H"], "positions_angstrom": [[-0.23047, 0.22442, 0.94874], [-1.74266, -0.26923, 0.79399], [-1.37392, -1.23212, -0.51407], [0.18144, -1.04323, -1.20025], [1.22516, -0.18205, -1.17833], [1.55189, 1.07050, -0.24261], [0.55557, 1.52539, 1.02914], [0.42274, -0.70946, 1.36019], [-0.34147, 0.22119, -0.05414], [-2.25141, -0.78719, 1.60219], [-2.63353, 0.43369, 0.54685], [-2.15919, -1.27622, -1.23939], [-1.39299, -2.29747, -0.10367], [0.47821, -2.04040, -1.74860], [2.20097, -0.23205, -1.82839], [2.61228, 0.96881, -0.00977], [1.66399, 1.75406, -1.02678], [1.27334, 1.47510, 1.93062], [-0.03996, 2.39626, 0.93430]]}

No. 3
{"formula": "C35H25N6PdTe", "method": "the ωB97M-V functional and the def2-TZVPD basis", "e_above_lowest_kj_mol": 0.0, "orbital_gap_ev": 6.12, "max_force_ev_per_a": 0.4, "charge": 3, "total_energy_ha": -2072.17286, "species": ["Pd", "N", "C", "N", "C", "N", "N", "C", "C", "C", "C", "C", "C", "N", "C", "C", "C", "C", "C", "C", "H", "H", "H", "H", "H", "H", "H", "H", "H", "H", "H", "N", "C", "C", "C", "C", "C", "C", "C", "C", "C", "H", "H", "H", "H", "Te", "C", "C", "C", "C", "C", "C", "C", "C", "C", "C", "C", "C", "H", "H", "H", "H", "H", "H", "H", "H", "H", "H"], "positions_angstrom": [[-0.07954, -0.24074, 0.39503], [-3.42652, -2.69058, -0.74293], [-2.20822, -2.30538, -0.42893], [-1.87440, -1.06814, -0.13289], [-2.87820, -0.07301, -0.16705], [-2.59531, 1.15577, 0.11262], [-1.28450, 1.31046, 0.42845], [-0.77433, 2.45565, 0.68361], [0.63531, 2.44759, 1.05756], [1.31284, 3.57560, 1.47101], [2.63082, 3.44826, 1.89788], [3.21583, 2.19624, 1.90607], [2.48013, 1.10555, 1.46332], [1.22726, 1.22158, 1.03147], [-4.22946, -0.45300, -0.51760], [-5.27580, 0.47618, -0.57260], [-6.54390, 0.05539, -0.90517], [-6.79180, -1.29149, -1.18708], [-5.77432, -2.22377, -1.13827], [-4.49957, -1.79111, -0.80342], [-3.59533, -3.66416, -0.95762], [-1.44353, -3.06696, -0.42358], [-1.37805, 3.35603, 0.64856], [0.81496, 4.53572, 1.47438], [3.18129, 4.31732, 2.23250], [4.22865, 2.05501, 2.25565], [2.89458, 0.10725, 1.45530], [-5.07234, 1.51391, -0.35123], [-7.35456, 0.76902, -0.94851], [-7.79225, -1.60984, -1.44669], [-5.96547, -3.26692, -1.35690], [6.49352, 0.63280, -5.63385], [5.75954, 0.26995, -4.82870], [4.84206, -0.17720, -3.82224], [3.55342, -0.57858, -4.19534], [2.67728, -1.00849, -3.22823], [3.07984, -1.03315, -1.87339], [4.38405, -0.62381, -1.51425], [5.25945, -0.20250, -2.48375], [2.19033, -1.48538, -0.90610], [1.35368, -1.83617, -0.03604], [3.26355, -0.55103, -5.23638], [1.67841, -1.32735, -3.49472], [4.69274, -0.65970, -0.47811], [6.26481, 0.10694, -2.23468], [1.29108, -3.92739, 0.40748], [1.46718, -3.77595, 2.47888], [0.74079, -4.70422, 3.21886], [0.87100, -4.70724, 4.60169], [1.70691, -3.79023, 5.21908], [2.41663, -2.85883, 4.46688], [2.30283, -2.84612, 3.08754], [3.17139, -4.62534, -0.14535], [3.17445, -5.77254, -0.93124], [4.40000, -6.35242, -1.23776], [5.57421, -5.78298, -0.77432], [5.54987, -4.62697, 0.00115], [4.34084, -4.03563, 0.32821], [0.09168, -5.42764, 2.73961], [0.32148, -5.42768, 5.19177], [1.80792, -3.79657, 6.29598], [3.06291, -2.14611, 4.96115], [2.85170, -2.11734, 2.50516], [2.25807, -6.21715, -1.30011], [4.42838, -7.25084, -1.83920], [6.52284, -6.24415, -1.01446], [6.47567, -4.19784, 0.36008], [4.31816, -3.15372, 0.94895]]}

No. 4
{"formula": "C24H21BrClF27IN2O4S", "method": "the ωB97M-V functional and the def2-TZVPD basis", "orbital_gap_ev": 7.23, "max_force_ev_per_a": 11.3, "charge": 1, "total_energy_ha": -7763.45917, "species": ["C", "C", "C", "F", "F", "F", "S", "C", "Cl", "N", "C", "C", "C", "Br", "C", "I", "O", "C", "N", "H", "H", "H", "H", "H", "H", "H", "H", "H", "C", "C", "C", "F", "F", "F", "F", "O", "C", "C", "F", "F", "F", "F", "H", "H", "H", "H", "C", "C", "C", "F", "F", "F", "F", "O", "C", "C", "F", "F", "F", "F", "H", "H", "H", "H", "C", "C", "C", "F", "F", "F", "F", "O", "C", "C", "F", "F", "F", "F", "H", "H", "H", "H"], "positions_angstrom": [[1.34289, -0.66347, 4.22973], [0.65549, -1.04420, 2.75640], [1.33311, -0.38750, 1.40219], [1.59079, -1.43858, 0.34986], [0.51352, 0.72224, 0.80556], [2.68591, 0.22773, 1.65760], [-1.08908, -0.26989, 2.67469], [-1.61892, -1.55552, 1.36381], [-2.94072, -1.00328, 0.17733], [-0.94018, -2.74892, 1.49524], [-1.23848, -3.95027, 0.60574], [-0.17883, -4.19120, -0.61430], [1.00009, -5.30903, -0.22183], [2.86377, -4.48290, -0.28891], [0.08429, -2.61219, 2.64113], [-1.24718, -3.13317, 4.35541], [1.21882, -3.57065, 2.51634], [1.28722, -4.40774, 3.75728], [1.72536, -4.97217, 4.84111], [0.75533, 0.28764, 4.62615], [2.46574, -0.33953, 4.14329], [1.30868, -1.55975, 4.99344], [-1.38555, -4.94105, 1.26296], [-2.31254, -3.77121, 0.11236], [0.32033, -3.20485, -0.99762], [-0.79499, -4.66403, -1.51248], [1.02493, -6.18476, -1.00460], [0.72100, -5.68613, 0.86182], [0.59953, 3.55241, -2.94176], [0.44688, 4.68505, -1.91547], [-0.40105, 4.34300, -0.69676], [-1.67344, 4.01386, -1.02217], [-0.48555, 5.41132, 0.14171], [-0.01259, 5.79767, -2.54646], [1.70880, 5.00688, -1.48018], [-0.28597, 3.59062, -4.06523], [-1.58115, 3.03576, -3.83982], [-2.70144, 4.08101, -3.91284], [-2.50747, 5.09097, -3.02666], [-3.90855, 3.52976, -3.61150], [-1.57312, 2.34939, -2.67290], [-1.76120, 2.10580, -4.81686], [1.59764, 3.66504, -3.38282], [0.62122, 2.56155, -2.47120], [0.03805, 3.51658, -0.12873], [-2.76603, 4.52006, -4.91199], [-1.71340, -11.09452, 0.26914], [-0.18486, -11.02731, 0.40508], [0.32421, -10.18181, 1.56578], [-0.06003, -8.88665, 1.47571], [1.68464, -10.17554, 1.59180], [0.34927, -10.62392, -0.77778], [0.26022, -12.31349, 0.58710], [-2.30700, -10.19349, -0.67084], [-2.53873, -8.87173, -0.18567], [-1.68460, -7.81447, -0.89673], [-0.35814, -8.08348, -0.79140], [-1.87292, -6.58212, -0.35112], [-2.38480, -8.85918, 1.15933], [-3.85684, -8.61978, -0.41136], [-1.94659, -12.08976, -0.12907], [-2.22157, -11.06542, 1.24105], [-0.01847, -10.58079, 2.52589], [-1.93153, -7.75876, -1.96029], [0.13194, 9.38414, -0.71412], [1.31314, 9.16288, -1.67080], [2.50697, 8.43464, -1.06609], [3.04697, 9.09922, -0.01732], [3.50083, 8.30048, -1.98573], [1.67760, 10.35586, -2.21038], [0.84495, 8.41420, -2.72235], [0.06172, 10.66414, -0.07816], [0.86693, 10.80904, 1.09094], [1.99943, 11.82865, 0.91550], [2.80930, 11.50867, -0.12598], [2.79253, 11.87743, 2.02022], [1.30829, 9.58972, 1.47994], [0.02321, 11.22951, 2.07237], [-0.77695, 9.33864, -1.32672], [0.01605, 8.56319, 0.00442], [2.23046, 7.42828, -0.73562], [1.60243, 12.83121, 0.73521]]}